1.
Formula: C16H47BeO8S7
Source: OMol25
Level of theory: ωB97M-V with the def2-TZVPD basis set

Cartesian coordinates (Å):
1 Be 0.264 0.299 -0.060
2 C 1.364 3.728 -1.764
3 C 2.379 2.605 -1.931
4 O 2.288 1.575 -1.008
5 H 1.660 4.572 -2.387
6 H 1.254 4.105 -0.747
7 H 0.333 3.510 -2.040
8 H 3.399 2.988 -1.968
9 H 2.435 2.297 -2.975
10 C 3.093 2.790 2.313
11 S 1.312 2.824 2.592
12 O 0.588 1.878 1.683
13 C 1.574 1.899 4.229
14 H 3.765 3.477 2.828
15 H 3.072 3.139 1.280
16 H 3.442 1.771 2.147
17 H 2.489 1.306 4.222
18 H 0.761 1.192 4.397
19 H 1.492 2.732 4.928
20 C -3.203 4.392 -0.742
21 S -1.848 3.478 0.318
22 O -1.225 2.385 -0.530
23 C -3.128 2.720 1.512
24 H -4.206 3.979 -0.846
25 H -2.623 4.466 -1.661
26 H -3.263 5.428 -0.408
27 H -3.987 2.320 0.972
28 H -3.545 3.500 2.148
29 H -2.727 1.939 2.159
30 C 3.062 -2.526 3.268
31 S 2.623 -2.072 1.516
32 O 1.635 -0.917 1.583
33 C 4.256 -1.305 1.020
34 H 2.128 -2.842 3.734
35 H 3.410 -1.696 3.884
36 H 3.756 -3.362 3.174
37 H 4.254 -0.643 0.154
38 H 5.023 -2.079 0.989
39 H 4.432 -0.590 1.823
40 C -3.964 -2.191 -0.469
41 S -3.567 -0.335 -0.500
42 O -2.063 -0.355 -0.292
43 C -3.854 -0.239 -2.351
44 H -3.326 -2.838 -1.071
45 H -4.975 -2.401 -0.820
46 H -3.893 -2.612 0.534
47 H -3.252 -1.009 -2.834
48 H -3.878 0.708 -2.890
49 H -4.911 -0.475 -2.470
50 C 1.787 -4.618 -0.906
51 S 0.289 -3.493 -0.923
52 O 0.742 -2.020 -0.783
53 C 0.083 -3.706 -2.773
54 H 1.361 -5.615 -1.017
55 H 2.229 -4.390 0.064
56 H 2.445 -4.487 -1.765
57 H 0.973 -3.323 -3.271
58 H -0.839 -3.192 -3.044
59 H -0.028 -4.741 -3.096
60 C -1.830 -0.922 4.577
61 S -1.920 -1.120 2.781
62 O -1.018 0.035 2.184
63 C -1.004 -2.735 2.690
64 H -2.230 -1.872 4.932
65 H -2.416 -0.067 4.914
66 H -0.824 -0.720 4.945
67 H -1.659 -3.546 3.009
68 H -0.070 -2.681 3.249
69 H -0.723 -2.974 1.664
70 C 0.919 -0.779 -4.817
71 S -0.665 -0.412 -3.827
72 O -0.224 -0.256 -2.353
73 C -0.825 1.376 -4.372
74 H 1.684 -0.072 -4.498
75 H 0.803 -0.518 -5.869
76 H 1.382 -1.766 -4.811
77 H -0.988 1.347 -5.449
78 H 0.113 1.918 -4.250
79 H -1.649 1.837 -3.827

## Properties
Energy relative to the best compared isomer or geometry (same formula, charge and spin): 0.00 kcal/mol
Highest occupied orbital energy: -8.63 eV
Gap between HOMO and LUMO: 0.2499 hartree
Net charge: +1
LUMO energy: -1.8 eV

2.
Formula: H2N2O3S
Source: OMol25
Level of theory: ωB97M-V with the def2-TZVPD basis set

Cartesian coordinates (Å):
1 N 0.554 0.804 -0.747
2 N 0.034 -0.922 1.034
3 O -0.629 -1.756 1.641
4 O 1.054 -0.392 1.361
5 O -1.879 0.370 -0.162
6 S -0.744 -0.292 -0.643
7 H 1.217 0.383 -1.422
8 H 0.394 1.805 -1.062

## Properties
Energy relative to the best compared isomer or geometry (same formula, charge and spin): 43.44 kcal/mol
Highest occupied orbital energy: -9.96 eV
Gap between HOMO and LUMO: 0.3651 hartree
LUMO energy: 0.0 eV

3.
Formula: C5H14NO
Source: OMol25
Level of theory: ωB97M-V with the def2-TZVPD basis set

Cartesian coordinates (Å):
1 C -2.278 -0.194 -1.068
2 C 0.032 0.140 1.789
3 C 1.177 -1.202 0.106
4 C 1.695 1.127 0.421
5 C -1.005 0.441 -1.177
6 N 0.784 0.044 0.624
7 O -0.071 -0.059 -1.962
8 H -3.001 0.469 -1.585
9 H -2.664 -0.214 0.030
10 H -2.213 -1.198 -1.389
11 H 0.549 0.293 2.710
12 H -0.623 1.164 1.675
13 H -0.752 -0.660 1.796
14 H 1.732 -1.814 0.811
15 H 0.287 -1.791 0.040
16 H 1.601 -1.004 -0.834
17 H 1.131 1.934 0.848
18 H 2.685 0.971 1.004
19 H 2.042 1.068 -0.617
20 H -0.842 1.458 -0.991
21 H -0.266 -0.974 -2.234

## Properties
Energy relative to the best compared isomer or geometry (same formula, charge and spin): 90.29 kcal/mol
Highest occupied orbital energy (spin up / spin down): -12.69 / -12.69 eV
Gap between HOMO and LUMO (spin up / spin down): 0.2758 / 0.2759 hartree
Net charge: +1
LUMO energy (spin up / spin down): -5.2 / -5.2 eV

4.
Formula: C3HNO2
Source: OMol25
Level of theory: ωB97M-V with the def2-TZVPD basis set

Cartesian coordinates (Å):
1 O 0.606 0.076 -2.077
2 C 1.082 -0.122 -1.018
3 C -0.216 0.375 0.550
4 O 0.268 -0.716 0.027
5 C -1.396 0.135 1.326
6 N -2.426 0.183 1.861
7 H 2.095 0.074 -0.657

## Properties
Energy relative to the best compared isomer or geometry (same formula, charge and spin): 51.60 kcal/mol
Highest occupied orbital energy: -10.29 eV
Gap between HOMO and LUMO: 0.3259 hartree
LUMO energy: -1.4 eV

5.
Formula: C42H36FP2Pr
Source: OMol25
Level of theory: ωB97M-V with the def2-TZVPD basis set

Cartesian coordinates (Å):
1 C 0.651 -1.491 -2.924
2 C -0.340 -1.842 -1.968
3 C -1.673 -1.844 -2.403
4 C -1.993 -1.598 -3.728
5 C -1.000 -1.236 -4.643
6 C 0.328 -1.150 -4.230
7 P -0.011 -1.843 -0.149
8 C -1.389 -2.937 0.516
9 C -2.605 -2.496 1.117
10 C -3.485 -3.481 1.624
11 C -3.288 -4.845 1.355
12 C -2.144 -5.249 0.653
13 C -1.170 -4.312 0.310
14 Pr -1.249 0.364 0.914
15 P 0.236 2.309 -0.592
16 C -1.348 2.570 -1.495
17 C -1.261 2.942 -2.858
18 C -2.275 2.573 -3.749
19 C -3.419 1.900 -3.280
20 C -3.572 1.625 -1.914
21 C -2.576 2.002 -0.987
22 C 0.013 3.370 0.825
23 C 0.851 3.214 1.955
24 C 0.535 3.984 3.073
25 C -0.590 4.824 3.081
26 C -1.403 4.958 1.951
27 C -1.082 4.262 0.797
28 C 1.887 2.519 -1.260
29 C 2.896 1.553 -1.126
30 C 4.126 1.811 -1.704
31 C 4.314 2.985 -2.424
32 C 3.277 3.895 -2.632
33 C 2.047 3.665 -2.037
34 C 1.565 -2.701 0.084
35 C 2.004 -3.539 -0.949
36 C 3.246 -4.162 -0.875
37 C 4.027 -3.966 0.264
38 C 3.589 -3.160 1.318
39 C 2.366 -2.506 1.226
40 H 1.678 2.481 1.940
41 H 1.166 3.900 3.957
42 H -0.833 5.393 3.976
43 H -2.279 5.611 1.941
44 H -1.714 4.351 -0.102
45 H -0.419 3.555 -3.183
46 H -2.159 2.826 -4.813
47 H -4.191 1.594 -3.984
48 H -4.487 1.135 -1.543
49 H -2.811 1.974 0.127
50 H 2.658 0.616 -0.628
51 H 4.925 1.092 -1.587
52 H 5.279 3.207 -2.834
53 H 3.400 4.787 -3.237
54 H 1.184 4.318 -2.181
55 H 1.376 -3.684 -1.826
56 H 3.575 -4.792 -1.704
57 H 4.984 -4.462 0.333
58 H 4.192 -3.051 2.218
59 H 2.009 -1.841 2.009
60 H -2.915 -1.404 1.225
61 H -4.341 -3.166 2.242
62 H -4.020 -5.582 1.705
63 H -2.016 -6.294 0.379
64 H -0.220 -4.634 -0.120
65 H -2.455 -2.121 -1.701
66 H -3.023 -1.732 -4.029
67 H -1.246 -1.028 -5.661
68 H 1.102 -0.839 -4.928
69 H 1.629 -1.251 -2.558
70 H 0.211 0.609 -1.629
71 H 0.091 0.160 -0.903
72 F 0.738 -0.953 7.211
73 C 0.348 -0.665 5.935
74 C 0.092 0.646 5.593
75 C -0.426 0.929 4.328
76 C -0.616 -0.077 3.411
77 C -0.328 -1.385 3.753
78 C 0.174 -1.683 5.025
79 H 0.331 1.439 6.279
80 H -0.688 1.956 4.084
81 H -0.506 -2.211 3.068
82 H 0.465 -2.689 5.277

## Properties
Spin multiplicity: 3
Highest occupied orbital energy (spin up / spin down): -13.34 / -13.35 eV
Gap between HOMO and LUMO (spin up / spin down): 0.2540 / 0.2599 hartree
Expectation value of S²: 2.013
Net charge: +2
LUMO energy (spin up / spin down): -6.4 / -6.3 eV

6.
Formula: C4H7NSSi
Source: OMol25
Level of theory: ωB97M-V with the def2-TZVPD basis set

Cartesian coordinates (Å):
1 C -0.224 0.345 -1.892
2 C 0.092 -0.501 -0.712
3 C 0.825 -1.624 -0.850
4 S 1.326 -2.393 0.627
5 N 0.811 -1.169 1.600
6 C 0.097 -0.236 1.124
7 Si -0.708 1.223 1.925
8 H 0.033 1.447 -1.805
9 H 0.556 0.054 -2.519
10 H -1.207 0.354 -2.328
11 H 1.203 -2.167 -1.726
12 H 0.299 2.373 1.828
13 H -0.930 0.990 3.416
14 H -2.173 1.304 1.314

## Properties
Energy relative to the best compared isomer or geometry (same formula, charge and spin): 30.97 kcal/mol
SMILES: Cc1csnc1[SiH3]
Highest occupied orbital energy: -8.74 eV
Gap between HOMO and LUMO: 0.3546 hartree
LUMO energy: 0.9 eV

Q: Which DFT total energy values were calculated for the entries above? A: -4041.1861 -734.4722 -328.5423 -320.0170 -2920.9255 -898.9457, in a.u..